1.
# C2H10N2

A cluster of 2 separate species, C2H10N2 in total (ωB97M-V/def2-TZVPD, the Open Molecules 2025 dataset).

Bonds (Å) are listed after each position.
Atoms and positions in Å:
1 H -0.31185 -0.70832 -2.89859  C4 1.160
2 N -1.85850 0.21295 -4.16945  C4 1.463, H9 1.013, H11 0.968
3 H 0.80500 0.57072 2.00631  N13 1.042
4 C -1.27179 -0.05920 -2.85705  H1 1.160, N2 1.463, H7 1.158, H10 1.101
5 H 2.50808 -0.93159 2.82653  C12 1.078
6 H 0.93952 1.57382 3.48740  N13 1.089
7 H -0.90025 0.95095 -2.42987  C4 1.158
8 H 2.46878 0.08242 4.30763  C12 1.121
9 H -1.73032 -0.51478 -4.86308  N2 1.013
10 H -1.93971 -0.51694 -2.11110  C4 1.101
11 H -2.79738 0.44046 -4.10489  N2 0.968
12 C 1.85438 -0.46514 3.54629  H5 1.078, H8 1.121, N13 1.533, H14 1.111
13 N 0.85263 0.58184 3.04690  H3 1.042, H6 1.089, C12 1.533
14 H 1.38142 -1.21719 4.21297  C12 1.111

Calculated total energy: -191.310797 a.u.
Total charge: +1
Orbital gap (spin up / spin down): 6.77 / 1.68 eV
Spin multiplicity: 2
Relative energy (zero: lowest compared OMol25 entry of this formula, charge and spin): 36.0 kcal/mol
Expectation value of S²: 0.754

Atomic partial charges in e from the natural (NBO) method, atoms 1 to 8: H 0.19; N -0.84; H 0.42; C -0.42; H 0.28; H 0.45; H 0.17; H 0.27

2.
# C2H10N2O

A cluster of 2 separate species, C2H10N2O in total (ωB97M-V/def2-TZVPD, the Open Molecules 2025 dataset).

Bonds (Å) are listed after each position.
Atoms and positions in Å:
1 H -0.47149 -2.37812 0.05733  C7 1.078
2 H 0.88557 1.63525 -1.57551  O15 0.971
3 H -1.53315 -0.16921 -1.01497  N12 1.023
4 H 1.90387 1.45803 1.07027  C8 1.089
5 H 2.41209 2.68860 -0.09255  C8 1.086
6 H -0.35718 0.17235 0.63376  N11 1.024
7 C -1.21921 -1.66189 0.35693  H1 1.078, N11 1.454, N12 1.494, H14 1.091
8 C 2.08762 1.65755 0.01538  H4 1.089, H5 1.086, H9 1.087, O15 1.430
9 H 2.82204 0.94992 -0.36075  C8 1.087
10 H -1.67172 -1.59187 -1.66919  N12 1.017
11 N -0.55834 -0.66679 1.18501  H6 1.024, C7 1.454, H13 1.011
12 N -1.93384 -1.09114 -0.82401  H3 1.023, C7 1.494, H10 1.017
13 H -1.20352 -0.32198 1.88340  N11 1.011
14 H -1.98021 -2.16648 0.95365  C7 1.091
15 O 0.81748 1.48579 -0.61875  H2 0.971, C8 1.430

Calculated total energy: -266.912715 a.u.
SMILES string: NCN.CO
Orbital gap: 9.55 eV
Relative energy (zero: lowest compared OMol25 entry of this formula, charge and spin): 19.8 kcal/mol

Atomic partial charges in e from the natural (NBO) method, atoms 1 to 8: H 0.15; H 0.47; H 0.35; H 0.19; H 0.17; H 0.37; C -0.05; C -0.25

3.
# C2H10N2O

A cluster of 2 separate species, C2H10N2O in total (ωB97M-V/def2-TZVPD, the Open Molecules 2025 dataset).

Bonds (Å) are listed after each position.
Atoms and positions in Å:
1 H -3.11508 2.45904 1.43532  N5 1.033
2 H -2.59899 0.33101 -0.76237  C11 1.216
3 N -3.90623 0.02240 1.03969  C11 1.478, H12 0.994, H13 0.981
4 H 5.05502 -1.50839 0.48424  C8 1.113
5 N -2.82188 2.10981 0.50886  H1 1.033, H7 1.013, C11 1.423
6 H 3.70015 -1.81497 -0.91076  C8 1.046
7 H -2.00937 2.63226 0.20438  N5 1.013
8 C 4.48263 -1.29810 -0.44657  H4 1.113, H6 1.046, H9 1.148, O15 1.586
9 H 3.91669 -0.29969 -0.40826  C8 1.148
10 H 5.01550 -1.96702 -2.13272  O15 0.932
11 C -2.76220 0.69332 0.38708  H2 1.216, N3 1.478, N5 1.423, H14 1.070
12 H -3.97706 -0.87766 0.62268  N3 0.994
13 H -4.73414 0.45780 0.74326  N3 0.981
14 H -1.80994 0.49640 0.83343  C11 1.070
15 O 5.56491 -1.43620 -1.59825  C8 1.586, H10 0.932

Calculated total energy: -266.525636 a.u.
Total charge: +1
Orbital gap (spin up / spin down): 8.48 / 3.06 eV
Spin multiplicity: 2
Relative energy (zero: lowest compared OMol25 entry of this formula, charge and spin): 62.2 kcal/mol
Expectation value of S²: 0.755

Atomic partial charges in e from the natural (NBO) method, atoms 1 to 8: H 0.43; H 0.30; N -0.70; H 0.22; N -0.41; H 0.17; H 0.42; C -0.29

4.
# C2H10N2O

A cluster of 2 separate species, C2H10N2O in total (ωB97M-V/def2-TZVPD, the Open Molecules 2025 dataset).

Bonds (Å) are listed after each position.
Atoms and positions in Å:
1 H -1.48591 -1.36006 -0.01582  N4 1.003
2 H 1.02642 -1.00093 -1.16530  C14 1.164
3 H -0.74328 1.34726 -0.16198  C8 1.019
4 N -0.55765 -1.45630 0.35211  H1 1.003, H6 0.999, C14 1.501
5 H 1.20588 -0.03766 0.42764  C14 1.205
6 H -0.43193 -2.31726 -0.13956  N4 0.999
7 H -0.90032 0.42521 -1.61789  C8 1.061
8 C -0.24696 0.82985 -0.88624  H3 1.019, H7 1.061, N11 1.498, C14 1.586
9 H 0.35639 -0.52859 3.53293  O10 0.940
10 O -0.37162 -0.30458 2.98181  H9 0.940, H15 0.985
11 N 0.81693 1.70485 -1.47417  C8 1.498, H12 0.980, H13 0.946
12 H 0.37559 2.56083 -1.29183  N11 0.980
13 H 0.69579 1.42082 -2.36876  N11 0.946
14 C 0.39041 -0.50941 -0.32331  H2 1.164, N4 1.501, H5 1.205, C8 1.586
15 H -0.12976 -0.77403 2.15036  O10 0.985

Calculated total energy: -266.528327 a.u.
Total charge: +1
Orbital gap (spin up / spin down): 11.61 / 4.71 eV
Spin multiplicity: 2
Relative energy (zero: lowest compared OMol25 entry of this formula, charge and spin): 60.5 kcal/mol
Expectation value of S²: 0.756

Atomic partial charges in e from the natural (NBO) method, atoms 1 to 8: H 0.40; H 0.25; H 0.23; N -0.63; H 0.32; H 0.39; H 0.26; C -0.23

5.
# C2H10N2O

A cluster of 2 separate species, C2H10N2O in total (ωB97M-V/def2-TZVPD, the Open Molecules 2025 dataset).

Bonds (Å) are listed after each position.
Atoms and positions in Å:
1 C -2.95361 0.38994 -1.85669  N2 1.421, H3 1.106, H13 1.090, N14 1.401
2 N -2.16000 1.56891 -1.84288  C1 1.421, H8 1.018, H12 1.016
3 H -2.43957 -0.29070 -1.15203  C1 1.106
4 H 3.35355 -0.94701 4.47363  C6 1.092
5 H -2.86114 -1.13921 -3.24446  N14 1.009
6 C 3.89754 -1.15690 3.55027  H4 1.092, H7 1.085, H9 1.092, O10 1.444
7 H 4.86311 -1.60958 3.74754  C6 1.085
8 H -1.29012 1.52694 -2.36994  N2 1.018
9 H 3.31865 -1.88110 2.97273  C6 1.092
10 O 4.00265 0.05405 2.77154  C6 1.444, H15 0.963
11 H -3.47941 0.29691 -3.83652  N14 1.011
12 H -2.36213 2.46829 -1.41565  N2 1.016
13 H -3.95494 0.57106 -1.46588  C1 1.090
14 N -2.87184 -0.13401 -3.15361  C1 1.401, H5 1.009, H11 1.011
15 H 4.93727 0.28241 2.82193  O10 0.963

Calculated total energy: -266.592000 a.u.
Total charge: +1
Orbital gap (spin up / spin down): 8.71 / 3.63 eV
Spin multiplicity: 2
Relative energy (zero: lowest compared OMol25 entry of this formula, charge and spin): 20.5 kcal/mol
Expectation value of S²: 0.756

Atomic partial charges in e from the natural (NBO) method, atoms 1 to 8: C -0.13; N -0.36; H 0.28; H 0.17; H 0.42; C -0.25; H 0.17; H 0.42

6.
# C2H10N2O

A cluster of 2 separate species, C2H10N2O in total (ωB97M-V/def2-TZVPD, the Open Molecules 2025 dataset).

Bonds (Å) are listed after each position.
Atoms and positions in Å:
1 H -1.42113 0.91535 -2.57418  N11 1.008
2 H -1.52020 -1.25234 -2.39574  C9 1.082
3 H -0.32274 -2.50964 -2.22961  C9 1.108
4 H 0.74733 -0.91548 -0.53646  N12 1.022
5 H 0.07701 0.80645 6.73764  O14 0.961
6 H 1.32192 1.11751 -1.46884  C7 1.075
7 C 0.50041 0.62424 -1.95711  H6 1.075, H10 1.103, N11 1.405, N12 1.510
8 H -1.09062 -2.06888 -0.80570  C9 1.085
9 C -0.74753 -1.61617 -1.73064  H2 1.082, H3 1.108, H8 1.085, N12 1.423
10 H 0.94291 0.49705 -2.95967  C7 1.103
11 N -0.69441 1.35875 -2.03415  H1 1.008, C7 1.405, H15 1.022
12 N 0.39963 -0.80836 -1.49148  H4 1.022, C7 1.510, C9 1.423
13 H 0.38293 0.13069 5.27400  O14 0.951
14 O 0.70892 0.44525 6.11019  H5 0.961, H13 0.951
15 H -1.09293 1.65789 -1.14133  N11 1.022

Calculated total energy: -266.598229 a.u.
Total charge: +1
Orbital gap (spin up / spin down): 9.90 / 5.32 eV
Spin multiplicity: 2
Relative energy (zero: lowest compared OMol25 entry of this formula, charge and spin): 16.6 kcal/mol
Expectation value of S²: 0.754

Atomic partial charges in e from the natural (NBO) method, atoms 1 to 8: H 0.38; H 0.25; H 0.30; H 0.41; H 0.49; H 0.25; C -0.12; H 0.27

7.
# C2H10N2O2

A cluster of 3 separate species, C2H10N2O2 in total (ωB97M-V/def2-TZVPD, the Open Molecules 2025 dataset).

Bonds (Å) are listed after each position.
Atoms and positions in Å:
1 O 0.62011 -0.68570 -2.80685  H12 0.968, H14 0.966
2 H -3.08715 0.08122 -3.03920  O13 0.955
3 C 1.60355 -0.92414 1.70659  H4 1.093, H6 1.102, H8 1.090, N15 1.445
4 H 2.01319 -0.83007 0.69800  C3 1.093
5 N -0.64216 1.93932 1.74084  H9 1.017, C10 1.298
6 H 2.41529 -0.69158 2.41529  C3 1.102
7 H -3.01287 0.22070 -1.56243  O13 0.979
8 H 1.33677 -1.97269 1.83935  C3 1.090
9 H -0.78974 2.67100 1.04978  N5 1.017
10 C -0.02172 0.98345 1.12020  N5 1.298, N15 1.355, H16 1.084
11 H -0.14349 -0.37780 2.58415  N15 1.006
12 H 1.09606 -0.51065 -1.98204  O1 0.968
13 O -2.64871 0.61630 -2.38103  H2 0.955, H7 0.979
14 H 0.83172 -1.50502 -3.27332  O1 0.966
15 N 0.46427 -0.04794 1.85295  C3 1.445, C10 1.355, H11 1.006
16 H -0.03514 1.03361 0.03771  C10 1.084

Calculated total energy: -342.104778 a.u.
Total charge: -1
Orbital gap (spin up / spin down): 2.82 / 9.21 eV
Spin multiplicity: 2
Relative energy (zero: lowest compared OMol25 entry of this formula, charge and spin): 23.6 kcal/mol
Expectation value of S²: 0.750

Atomic partial charges in e from the natural (NBO) method, atoms 1 to 8: O -1.26; H 0.45; C -0.67; H 0.15; N -0.74; H 0.17; H 0.45; H 0.18